Record 1
DFT (wB97M-V/def2-TZVPD) results for a 2-piece molecular cluster, C21H23F3NO2 overall.

The HOMO energy is -11.437 eV. The calculation puts the gap between HOMO and LUMO at 0.2086 Eh. Its charge is +1. The electronic energy comes out at -1318.59534 a.u.

XYZ file:
```
50
C21H23F3NO2 (wB97M-V/def2-TZVPD)
C 0.793 2.764 3.848
C 0.601 1.308 3.517
O 0.981 1.117 2.134
C 1.003 -0.194 1.784
C 1.546 -0.375 0.442
C 2.132 -1.568 0.124
N 2.807 -1.833 -1.010
C 3.389 -3.137 -1.253
C 3.067 -0.837 -2.023
O 0.584 -1.095 2.507
H 0.420 2.955 4.857
H 1.859 3.017 3.839
H 0.260 3.418 3.150
H 1.232 0.677 4.160
H -0.449 1.011 3.648
H 1.740 0.529 -0.127
H 2.045 -2.415 0.816
H 3.247 -3.765 -0.368
H 2.909 -3.617 -2.120
H 4.462 -3.037 -1.479
H 2.461 0.057 -1.866
H 4.135 -0.562 -2.031
H 2.831 -1.259 -3.011
F -2.710 4.776 1.514
C -3.468 3.702 1.900
F -3.406 3.653 3.266
F -4.769 3.990 1.569
C -3.000 2.429 1.260
C -2.896 1.269 2.026
C -2.301 0.155 1.471
C -1.828 0.156 0.124
C -1.049 -0.956 -0.306
C -0.729 -1.301 -1.653
C -0.672 -2.679 -2.021
C -0.238 -3.062 -3.280
C 0.115 -2.088 -4.228
C 0.047 -0.730 -3.896
C -0.349 -0.336 -2.622
C -2.187 1.276 -0.678
C -2.685 2.428 -0.097
H -3.248 1.259 3.055
H -2.157 -0.737 2.083
H -0.972 -1.764 0.425
H -0.967 -3.425 -1.278
H -0.178 -4.123 -3.534
H 0.449 -2.389 -5.222
H 0.314 0.034 -4.629
H -0.308 0.719 -2.341
H -2.039 1.254 -1.755
H -2.826 3.332 -0.689
```



Record 2
DFT (wB97M-V/def2-TZVPD) results for C21H23LaN5OS3 as an isolated structure.

The HOMO energy is -9.988 eV. The calculation puts the gap between HOMO and LUMO at 0.2743 Eh. Its charge is +1. The electronic energy comes out at -2389.07579 a.u.

XYZ file:
```
54
C21H23LaN5OS3 (wB97M-V/def2-TZVPD)
La 1.558 0.083 0.591
S 1.593 -0.662 3.155
C 0.114 -1.548 3.715
C -0.095 -1.968 4.991
C -1.254 -2.669 5.360
C -2.169 -2.994 4.337
C -1.961 -2.710 3.030
C -0.804 -1.922 2.699
S -0.457 -1.740 0.947
H 0.583 -1.769 5.777
H -1.534 -2.991 6.410
H -3.167 -3.437 4.650
H -2.656 -3.008 2.372
C 3.695 2.899 0.283
C 4.586 2.054 1.150
O 3.864 0.855 1.539
H 4.351 3.644 -0.171
H 2.862 3.414 0.784
H 3.308 2.406 -0.613
H 4.966 2.376 2.120
H 5.535 1.816 0.595
H 4.227 0.525 2.389
S 0.019 2.424 1.033
C -0.827 1.875 2.424
N -1.846 1.015 2.510
C -2.243 0.739 3.914
C -1.284 1.701 4.673
N -0.517 2.330 3.656
H -2.073 0.481 1.704
H -1.881 -0.239 4.239
H -3.315 0.859 4.041
H -0.617 1.145 5.344
H -1.877 2.414 5.299
H -0.001 3.163 3.711
N -3.481 0.964 -8.992
C -2.859 0.525 -8.130
C -2.100 0.171 -6.957
C -2.681 -0.153 -5.675
C -1.755 -0.408 -4.639
C -0.374 -0.405 -4.847
C 0.144 -0.132 -6.086
C -0.723 0.239 -7.064
N 0.385 -0.842 -3.718
C 0.879 -2.141 -3.507
C 1.441 -2.113 -2.319
N 1.487 -0.855 -1.822
C 0.818 -0.117 -2.742
H -3.703 -0.058 -5.557
H -2.214 -0.614 -3.685
H 1.255 -0.090 -6.199
H -0.327 0.501 -8.051
H 0.495 -2.987 -4.067
H 1.908 -2.979 -1.860
H 0.719 0.934 -2.739
```



Record 3
DFT (wB97M-V/def2-TZVPD) results for one molecule with the formula C21H23N3O5S.

Its structure (SMILES) is CCc1ccccc1NC(=O)C1=CC(c2ccc(OC)c(OC)c2)=NS(=O)(=O)N1C. The HOMO energy is -8.427 eV. The calculation puts the gap between HOMO and LUMO at 0.2846 Eh. The electronic energy comes out at -1752.65766 a.u.

XYZ file:
```
53
C21H23N3O5S (wB97M-V/def2-TZVPD)
C 0.791 3.835 -0.334
H 1.750 3.574 -0.774
H 0.103 3.011 -0.509
H 0.402 4.718 -0.836
C 0.959 4.107 1.163
C -0.362 4.449 1.801
C -0.684 5.776 2.043
C -1.907 6.140 2.581
C -2.838 5.164 2.885
C -2.545 3.832 2.656
C -1.316 3.471 2.116
N -0.988 2.124 1.893
C -1.768 1.017 1.965
O -2.945 0.952 2.225
C -0.862 -0.151 1.622
C -0.879 -0.694 0.376
C 0.116 -1.629 -0.049
N 1.237 -1.777 0.600
S 1.597 -0.747 1.785
O 2.471 -1.335 2.738
O 1.940 0.550 1.265
N 0.073 -0.501 2.537
C 0.037 -0.081 3.914
H 0.787 -0.677 4.431
H -0.950 -0.270 4.336
H 0.286 0.979 4.030
C -0.090 -2.451 -1.235
C -1.344 -2.650 -1.811
C -1.461 -3.452 -2.923
C -0.361 -4.081 -3.510
C 0.913 -3.893 -2.925
C 1.016 -3.088 -1.805
H 1.964 -2.918 -1.325
O 1.990 -4.515 -3.496
C 3.255 -4.353 -2.899
H 3.937 -4.948 -3.506
H 3.265 -4.723 -1.870
H 3.575 -3.307 -2.913
O -0.668 -4.819 -4.600
C 0.308 -5.549 -5.313
H -0.240 -6.037 -6.119
H 1.072 -4.894 -5.736
H 0.785 -6.303 -4.686
H -2.422 -3.624 -3.382
H -2.229 -2.208 -1.383
H -1.662 -0.400 -0.303
H -0.026 1.965 1.608
H -3.266 3.066 2.887
H -3.796 5.434 3.302
H -2.129 7.181 2.758
H 0.041 6.541 1.803
H 1.640 4.950 1.293
H 1.429 3.239 1.634
```



Record 4
DFT (wB97M-V/def2-TZVPD) results for one molecule with the formula C21H23N5O.

Its structure (SMILES) is CC(C)N1CCC(n2c(=O)c3ccccc3c3nnc4cc[nH]c2c43)CC1. The HOMO energy is -7.923 eV. The calculation puts the gap between HOMO and LUMO at 0.2918 Eh. The electronic energy comes out at -1163.00342 a.u.

XYZ file:
```
50
C21H23N5O (wB97M-V/def2-TZVPD)
O 0.911 2.399 -1.872
N 3.364 -2.905 -3.228
N 4.101 -1.772 -2.883
C 1.458 1.320 -1.570
C 2.110 -2.746 -2.917
C 3.303 -0.922 -2.266
C 0.935 -3.545 -3.179
C 1.962 -1.477 -2.300
C -0.290 -3.025 -2.761
C 0.758 -0.984 -1.882
C 4.617 2.251 0.172
C 5.441 1.161 -0.075
C 3.338 2.334 -0.372
C 5.011 0.158 -0.951
C 2.855 1.302 -1.166
C 3.721 0.235 -1.490
N -0.362 -1.776 -2.106
N -2.747 0.335 1.481
N 0.613 0.263 -1.257
C -4.449 -0.778 2.788
C -3.446 1.458 3.583
C -2.504 1.497 0.583
C -1.531 -0.326 1.934
C -1.664 1.059 -0.598
C -0.661 -0.723 0.721
C -3.856 0.558 2.399
C -0.326 0.499 -0.152
H 0.996 -4.500 -3.734
H -1.184 -3.597 -2.881
H 4.981 3.002 0.873
H 6.447 1.105 0.377
H 2.702 3.147 -0.040
H 5.671 -0.684 -1.118
H -1.241 -1.339 -2.038
H -5.426 -0.615 3.307
H -3.770 -1.371 3.447
H -4.658 -1.326 1.866
H -4.222 1.528 4.369
H -2.516 1.118 4.076
H -3.223 2.464 3.202
H -3.440 1.900 0.235
H -1.950 2.283 1.089
H -1.720 -1.217 2.562
H -0.966 0.367 2.569
H -2.257 0.312 -1.135
H -1.530 1.951 -1.272
H -1.214 -1.522 0.196
H 0.276 -1.197 1.001
H -4.619 1.102 1.923
H 0.200 1.233 0.488
```